# 1
C6H12O9S3 | ωB97M-V/def2-TZVPD

```
30
Properties=species:S:1:pos:R:3:forces:R:3
O -1.12682 -3.84824 -0.39470 0.08 0.57 -1.55
O -1.63697 1.60604 2.52621 1.98 -1.69 0.49
O 0.76363 1.67646 1.91483 -1.35 -1.69 1.60
O -0.09582 2.02542 -2.06166 0.07 -1.79 -1.19
O 1.84264 1.66749 -3.48165 -1.91 -1.79 0.18
O -1.46166 -1.40457 -0.62202 1.92 -0.55 -0.62
O 0.83637 -2.50249 -0.41510 -1.21 0.73 -0.75
O -0.20379 -0.57731 2.76304 -0.35 2.41 -0.46
O 0.74414 -0.35515 -2.33333 -0.34 0.98 -1.15
S -0.61302 -2.74872 -1.21470 -1.00 -1.89 2.25
C -1.04192 -1.06935 1.68560 0.32 -1.73 -0.19
C 1.53720 -0.30463 -1.13700 1.43 -0.21 0.84
C -0.57624 -0.70842 0.25266 0.24 -0.57 1.72
C 0.88185 -1.13557 -0.01762 -0.07 0.61 -1.32
C 0.09122 1.46382 4.47594 0.59 -0.95 -0.07
C -0.51008 0.82972 -4.41203 -0.04 -1.03 -0.08
S -0.27658 1.10040 2.79003 -0.68 1.89 -1.87
S 0.54732 1.13564 -3.03061 1.97 2.95 1.67
H -1.03832 -2.17797 1.79219 0.27 0.73 -0.03
H -2.06021 -0.77103 1.85238 -0.43 0.44 -0.08
H 1.63338 0.73493 -0.81440 0.00 -0.08 0.15
H 2.58867 -0.71687 -1.30485 -1.46 0.48 -0.17
H -0.66767 0.33246 0.09998 -0.21 1.25 -0.41
H 1.52237 -1.09261 0.84857 0.03 0.23 0.44
H -0.13739 2.51751 4.60766 0.19 0.01 -0.09
H 1.14907 1.20441 4.61440 -0.29 0.34 0.16
H -0.52966 0.84868 5.12226 -0.09 0.02 -0.06
H -0.52501 1.71010 -5.05154 0.24 0.12 0.32
H -0.12248 -0.02314 -4.96967 0.15 0.10 0.01
H -1.51421 0.58301 -4.08487 -0.05 0.10 0.29
```
Forces are in eV/Å.

- Energy above the lowest of the compared OMol25 structures with the same formula, charge and spin: 0.0 kJ/mol
- 2S+1: 1

***

# 2
C6H12OS | ωB97M-V/def2-TZVPD

```
20
Properties=species:S:1:pos:R:3:forces:R:3
C -0.18880 1.72656 0.90918 1.05 1.49 0.22
C -0.65087 -1.78872 0.32777 2.08 1.50 1.56
C 0.54609 -1.86938 -0.70641 0.81 -1.00 1.95
C -1.32324 -0.44816 0.03989 0.08 -0.83 -0.84
C 1.32836 -0.61959 -0.45360 -1.90 0.18 1.11
C 0.12467 3.22315 0.62308 4.40 -3.39 0.98
O 0.06082 -1.65883 -1.95832 -1.94 -2.87 -3.19
S 0.03191 0.76607 -0.41924 -1.76 -1.06 1.15
H 0.05649 1.32183 1.91580 -0.40 0.20 -0.75
H -1.39438 -2.55916 0.37019 0.00 -0.82 -0.09
H -0.17800 -1.58922 1.35484 -0.60 -1.05 -1.14
H 1.23303 -2.81775 -0.74920 -1.26 1.42 0.82
H -0.30891 -2.56797 -2.21656 0.49 2.23 -0.04
H -2.00398 -0.60418 -0.81536 0.05 0.58 0.47
H -1.78390 0.00625 0.94418 0.18 -0.32 -1.03
H 1.86473 -0.63620 0.45045 0.84 0.18 1.05
H 1.85323 -0.33787 -1.29031 1.80 0.33 -1.74
H 0.25510 3.24962 -0.46197 0.34 0.67 0.19
H -0.67181 3.79566 0.89464 -1.88 1.95 1.03
H 1.14944 3.40789 1.24093 -2.37 0.60 -1.73
```
Forces are in eV/Å.

- Energy above the lowest of the compared OMol25 structures with the same formula, charge and spin: 389.9 kJ/mol
- 2S+1: 1

***

# 3
C6H12S | ωB97M-V/def2-TZVPD

```
19
Properties=species:S:1:pos:R:3:forces:R:3
C -0.41023 -2.47466 1.43005 -0.61 -0.86 0.55
C 0.16424 -0.42911 -0.12869 0.42 2.99 -1.10
C -0.40058 -1.08831 -1.36829 1.35 -0.88 0.57
C 0.12612 0.95620 -0.11408 1.64 -1.97 3.01
C -0.15901 1.88844 -1.19420 -0.06 2.01 -2.91
C 0.76509 1.72450 1.09550 0.91 0.02 -2.23
H -1.48560 -1.91225 1.07062 3.21 -1.99 1.25
H -0.13333 -3.52044 0.85292 -1.42 2.55 1.74
H -0.29621 -2.53084 2.62080 -0.97 -0.55 -2.72
H -0.45267 -0.23922 -2.04932 -0.52 -0.70 -0.46
H 0.35962 -1.88877 -1.78655 -1.96 1.27 0.83
H -1.41287 -1.43242 -1.04313 0.76 -0.32 -1.08
H 0.24563 1.45278 -2.36376 -1.79 1.40 3.43
H -1.41858 2.17427 -1.09838 3.92 -0.31 -0.89
H 0.65279 2.83088 -0.98014 -2.93 -2.12 -0.89
H 0.79098 1.12343 1.99221 0.82 -0.24 -0.01
H 0.30668 2.65901 1.39837 -0.64 0.18 -0.45
H 1.75402 2.07433 0.56663 -1.14 -0.84 1.85
S 1.00391 -1.36785 1.09943 -0.98 0.35 -0.49
```
Forces are in eV/Å.

- Energy above the lowest of the compared OMol25 structures with the same formula, charge and spin: 366.8 kJ/mol
- 2S+1: 1

***

# 4
C6H12S | ωB97M-V/def2-TZVPD

```
19
Properties=species:S:1:pos:R:3:forces:R:3
C -0.61391 -0.52390 1.51484 3.12 -0.17 1.03
C 1.33493 1.43258 0.81933 0.00 0.11 -0.19
C -1.94137 -0.47762 1.02928 -2.75 1.95 -1.01
C -1.90063 0.51622 -0.17614 1.01 -3.16 -0.72
C -0.55710 0.34872 -0.90922 -0.97 -1.38 0.75
C 2.34633 -1.05562 -1.31148 0.23 2.24 -0.73
S 0.63508 -0.07002 0.32882 -0.93 -0.15 2.44
H -0.33658 -0.91944 2.50306 0.22 0.20 -0.77
H 2.20949 1.53363 0.20679 0.71 0.05 -0.37
H 1.62834 1.56016 1.85964 -0.52 -0.42 0.11
H -2.39063 -1.38216 0.69043 0.15 -1.42 -0.64
H -2.80565 -0.20006 1.71618 1.51 0.32 -0.07
H -2.63677 0.14602 -0.84118 -1.14 0.46 -0.85
H -1.97240 1.50241 0.06639 -0.71 2.61 0.97
H -0.54502 -0.43674 -1.63032 -0.28 -1.22 -0.25
H -0.21963 1.13593 -1.49997 0.58 1.99 -0.35
H 3.10784 -1.53268 -0.77107 0.74 -0.65 1.17
H 2.07933 -1.63206 -2.18322 -0.51 0.24 -0.24
H 2.57837 0.05462 -1.41212 -0.47 -1.59 -0.28
```
Forces are in eV/Å.

- Energy above the lowest of the compared OMol25 structures with the same formula, charge and spin: 694.5 kJ/mol
- 2S+1: 1

***

# 5
C6H12Si | ωB97M-V/def2-TZVPD

```
19
Properties=species:S:1:pos:R:3:forces:R:3
C -1.23694 0.51553 1.45238 -1.70 0.58 2.27
C -1.77364 1.30103 0.45837 6.05 -5.70 -0.29
C -0.18354 -0.61811 1.51020 3.96 3.28 -0.52
C 0.70788 -0.96796 0.21411 -0.31 3.48 0.27
C 0.51185 -2.30489 -0.43892 1.76 2.37 -1.84
C 0.71902 1.96004 -1.45765 0.81 -2.33 -2.30
Si -0.36869 0.58364 -0.76400 -0.26 0.18 -1.82
H -1.53231 0.62256 2.54585 -0.02 0.33 -1.17
H -2.20106 2.21504 0.57056 -1.67 2.16 0.41
H 0.56885 -0.23515 2.35714 -1.46 -0.53 -1.75
H -0.51785 -1.46127 1.94201 -1.84 -3.06 1.42
H 1.87098 -0.87374 0.37361 -2.41 0.71 -0.03
H 1.32817 -2.37712 -1.25212 -1.89 -0.02 0.64
H 0.76647 -3.03414 0.22836 0.21 -2.33 1.85
H -0.50145 -2.27225 -0.72099 -1.11 -1.13 -1.07
H 1.61300 1.50146 -2.08936 -2.11 0.95 0.83
H 0.15153 2.71830 -1.97298 -0.57 -0.34 -1.20
H 1.18782 2.62405 -0.85263 1.75 1.42 2.91
H -1.11008 0.10296 -2.10393 0.83 -0.02 1.37
```
Forces are in eV/Å.

- Energy above the lowest of the compared OMol25 structures with the same formula, charge and spin: 357.4 kJ/mol
- 2S+1: 1

***

# 6
C6H13B3ClF3O6 | ωB97M-V/def2-TZVPD

```
32
Properties=species:S:1:pos:R:3:forces:R:3
F 0.40470 -2.87017 0.95182 2.49 0.93 -1.92
C 1.51958 -2.77987 0.06931 0.47 -2.51 -0.21
F 2.27652 -3.94278 0.31521 -1.51 2.60 -0.40
F 2.33159 -1.69446 0.38608 -2.07 -1.79 -0.45
O 1.15737 -2.85592 -1.29025 -0.03 1.15 3.22
C 0.38342 -1.70448 -1.72139 -0.11 1.34 -1.10
B 1.02676 -1.20320 -3.13128 0.04 -0.31 -2.02
O 0.45249 -0.12968 -3.92956 2.15 0.45 2.90
B 1.40804 0.95056 -3.71511 0.33 -2.08 -2.23
O 2.74067 0.67593 -4.24494 -1.13 -1.73 2.92
B 3.14305 -0.60032 -3.68208 0.01 -0.55 -0.98
Cl 4.77549 -0.83965 -2.88048 -1.56 0.43 -0.98
O 2.25888 -1.75633 -3.68061 -0.35 3.39 1.81
H -0.72021 -1.91144 -1.88486 1.27 -0.13 0.51
H 0.44563 -0.81399 -0.99632 -0.08 -1.34 -0.88
H 1.13465 1.92912 -3.11633 0.01 0.19 -0.20
C -2.79657 0.59125 3.44160 0.03 0.09 0.16
O -1.44738 1.02981 3.50313 -0.16 -0.14 -0.33
C -0.60421 0.31987 2.60039 0.21 0.36 0.35
C -0.29512 1.14052 1.36292 -0.31 -0.37 -0.24
O -1.46040 1.32719 0.56208 0.09 0.20 0.21
C -2.01735 2.62595 0.71116 -0.06 -0.08 -0.13
H -3.41069 1.30287 3.99586 0.13 -0.02 0.02
H -3.16385 0.54525 2.41351 0.04 -0.04 -0.01
H -2.89017 -0.39256 3.91270 -0.09 -0.03 -0.07
H -1.04709 -0.64349 2.32693 0.00 0.07 -0.06
H 0.33300 0.12251 3.13066 0.01 -0.05 -0.05
H 0.42548 0.58354 0.75549 0.10 0.03 0.03
H 0.15567 2.10308 1.62470 -0.05 -0.05 0.07
H -1.38490 3.36278 0.20598 -0.02 0.09 0.07
H -2.13323 2.89857 1.76298 0.05 -0.01 -0.01
H -3.00181 2.62954 0.24071 0.10 -0.08 -0.02
```
Forces are in eV/Å.

- 2S+1: 1
- E_tot: -1522.41260 Ha

***

# 7
C6H13BrCl2NO | ωB97M-V/def2-TZVPD

```
24
Properties=species:S:1:pos:R:3:forces:R:3
C 2.66070 -0.46609 0.16875 2.51 4.01 -0.52
C -2.87598 1.54469 -0.77448 -2.04 3.82 3.30
C 0.72312 -0.94079 1.77879 1.39 1.66 1.66
C -0.09580 0.26474 2.26137 3.51 1.34 -1.43
C 0.56782 -0.51658 -2.01406 1.05 0.45 -2.82
C 0.37686 -0.77902 -0.59739 0.43 -0.95 1.83
N 1.26324 -0.65161 0.39170 -2.67 -1.62 -0.11
O -1.91396 0.89902 -1.44188 2.08 -0.85 -2.19
Cl 0.80303 1.24431 3.48070 -0.33 -0.16 -0.66
Cl 0.48574 -2.19806 -2.77125 0.84 1.10 -0.42
Br -1.18075 -1.79789 -0.38547 -0.52 0.56 1.24
H 3.15809 0.42346 0.77004 -1.70 -1.30 -1.03
H 3.33919 -1.22835 0.47586 -0.35 -1.46 0.14
H 2.84134 -0.21296 -0.90792 -0.05 -0.45 1.16
H -3.58400 2.11094 -1.35721 -0.44 -0.35 -0.95
H -2.49587 2.53673 -0.17144 -0.35 -2.80 -0.64
H -3.47211 0.83035 -0.17579 0.38 0.62 0.27
H 0.04265 -1.72229 1.80370 -0.91 -1.76 -0.77
H 1.44920 -1.21222 2.61175 -0.06 0.55 -1.79
H -0.96266 -0.00382 2.67102 -3.27 -1.40 2.03
H -0.39139 0.85213 1.39994 0.27 0.57 -0.03
H -0.18037 0.12471 -2.57740 0.71 -1.02 1.44
H 1.54845 -0.05440 -2.25244 -0.57 -0.56 0.14
H -2.10654 0.95299 -2.38688 0.09 -0.03 0.17
```
Forces are in eV/Å.

- Net charge: +1
- Energy above the lowest of the compared OMol25 structures with the same formula, charge and spin: 72.2 kJ/mol
- 2S+1: 1

***

# 8
C6H13CdO3 | ωB97M-V/def2-TZVPD

```
23
Properties=species:S:1:pos:R:3:forces:R:3
C -1.09352 -2.26741 -2.91189 0.22 -0.54 -0.79
O -1.15651 -1.56821 -1.68231 1.27 -1.27 -1.50
C -0.32602 -2.09812 -0.60178 0.60 -0.67 -0.13
C -0.57458 -1.22254 0.60066 1.94 -0.92 0.71
O 0.53620 -0.34058 0.77166 -0.87 -0.87 -0.78
C 0.35414 0.59416 1.79344 -0.18 0.64 1.10
C -0.03293 1.93603 1.22133 0.87 0.45 0.56
O -1.33277 1.87813 0.67983 -0.58 -0.58 -0.30
C -1.49502 2.68650 -0.45973 0.01 0.59 -0.40
H -1.79017 -1.78661 -3.60572 0.20 -0.13 0.17
H -0.07271 -2.22021 -3.31700 -0.30 -0.01 0.07
H -1.38086 -3.31887 -2.76514 0.06 0.28 -0.06
H 0.72080 -2.07485 -0.94318 -0.30 0.09 0.20
H -0.63482 -3.14059 -0.43235 0.03 0.29 0.02
H -0.68804 -1.83645 1.50849 -0.34 0.37 -0.24
H 1.29017 0.71864 2.36978 -0.30 -0.19 -0.39
H -0.42355 0.24913 2.50355 0.32 0.17 -0.23
H 0.69303 2.23329 0.44217 -0.22 -0.18 0.23
H 0.00612 2.69241 2.02612 -0.06 -0.13 -0.28
H -2.54041 2.60382 -0.78034 0.10 0.17 0.10
H -1.26675 3.74201 -0.23217 -0.16 -0.33 -0.22
H -0.84374 2.34232 -1.28115 -0.03 0.19 0.14
Cd -2.21537 -0.36746 -0.46098 -2.27 2.56 2.00
```
Forces are in eV/Å.

- Net charge: +1
- Energy above the lowest of the compared OMol25 structures with the same formula, charge and spin: 167.1 kJ/mol
- 2S+1: 1